[1]
A 10-piece molecular cluster, C51H129N7O17 overall at a distorted geometry. Source: OMol25; level of theory: ωB97M-V/def2-TZVPD.

Geometry (Å):
C: -32.96 -12.20 -2.94
O: -31.63 -12.35 -3.35
C: -30.88 -13.23 -2.57
C: -29.48 -13.33 -3.16
N: -28.79 -12.02 -3.08
C: -27.46 -12.15 -3.67
C: -26.62 -10.91 -3.52
O: -25.33 -10.97 -4.18
C: -24.36 -10.02 -3.68
H: -33.52 -11.72 -3.75
H: -33.05 -11.60 -2.04
H: -33.42 -13.16 -2.71
H: -31.24 -14.25 -2.71
H: -30.87 -12.99 -1.51
H: -29.42 -13.75 -4.17
H: -29.04 -14.07 -2.49
H: -29.31 -11.33 -3.61
H: -27.68 -12.31 -4.73
H: -26.84 -12.93 -3.25
H: -26.49 -10.79 -2.44
H: -27.23 -10.09 -3.89
H: -24.14 -10.28 -2.64
H: -24.89 -9.07 -3.71
H: -23.47 -9.95 -4.30
C: -23.33 -6.92 6.54
O: -22.73 -5.96 5.72
C: -21.43 -6.19 5.30
C: -20.89 -5.15 4.27
N: -21.16 -5.49 2.89
C: -22.58 -5.36 2.45
C: -23.07 -3.95 2.16
O: -24.50 -4.01 2.08
C: -25.11 -2.75 2.15
H: -24.34 -6.52 6.65
H: -22.82 -7.12 7.48
H: -23.41 -7.83 5.95
H: -21.34 -7.21 4.94
H: -20.82 -6.09 6.20
H: -19.83 -5.10 4.48
H: -21.29 -4.15 4.46
H: -20.80 -6.40 2.62
H: -23.26 -5.93 3.08
H: -22.69 -5.88 1.50
H: -22.69 -3.47 1.25
H: -22.72 -3.36 3.01
H: -26.19 -2.84 2.22
H: -24.77 -2.14 1.31
H: -24.69 -2.12 2.94
C: -21.10 -18.97 3.27
O: -22.20 -19.42 4.08
C: -22.07 -20.61 4.81
C: -23.41 -20.97 5.53
N: -23.80 -19.92 6.52
C: -25.15 -20.09 7.03
C: -26.40 -19.79 6.13
O: -26.25 -18.56 5.36
C: -27.52 -18.21 4.73
H: -20.18 -19.37 3.67
H: -21.11 -17.88 3.34
H: -21.17 -19.26 2.22
H: -21.28 -20.61 5.56
H: -21.81 -21.36 4.06
H: -23.41 -21.89 6.11
H: -24.18 -21.09 4.77
H: -23.79 -19.02 6.06
H: -25.21 -19.40 7.88
H: -25.23 -21.06 7.52
H: -27.27 -19.74 6.77
H: -26.58 -20.63 5.46
H: -27.48 -17.17 4.40
H: -28.30 -18.24 5.49
H: -27.75 -18.91 3.93
C: -35.27 -15.74 3.55
O: -34.71 -14.54 4.02
C: -35.54 -13.81 4.93
C: -35.10 -12.36 5.17
N: -36.02 -11.61 6.04
C: -35.56 -10.21 6.18
C: -36.40 -9.55 7.38
O: -36.17 -10.27 8.57
C: -37.24 -10.65 9.32
H: -36.25 -15.64 3.08
H: -35.45 -16.46 4.34
H: -34.57 -16.21 2.85
H: -35.51 -14.26 5.93
H: -36.57 -13.88 4.59
H: -35.13 -11.90 4.18
H: -34.07 -12.23 5.50
H: -36.07 -12.12 6.92
H: -35.63 -9.64 5.25
H: -34.52 -10.28 6.49
H: -37.43 -9.48 7.02
H: -35.95 -8.57 7.55
H: -37.89 -9.78 9.47
H: -36.84 -11.04 10.25
H: -37.87 -11.37 8.78
C: -29.47 -1.12 6.37
O: -29.39 -2.43 6.77
C: -30.56 -2.92 7.33
C: -30.65 -4.43 7.37
N: -30.63 -5.04 6.02
C: -29.41 -4.85 5.34
C: -29.37 -5.88 4.20
O: -29.43 -7.19 4.75
C: -29.47 -8.20 3.72
H: -30.18 -1.13 5.54
H: -28.49 -0.69 6.15
H: -29.91 -0.49 7.14
H: -31.47 -2.65 6.79
H: -30.76 -2.56 8.33
H: -31.52 -4.73 7.95
H: -29.84 -4.89 7.94
H: -30.63 -6.03 6.21
H: -28.60 -5.08 6.04
H: -29.29 -3.84 4.94
H: -28.42 -5.71 3.70
H: -30.24 -5.74 3.56
H: -30.28 -8.20 2.99
H: -29.50 -9.16 4.23
H: -28.58 -8.23 3.08
C: -35.93 6.17 7.90
O: -35.79 6.12 6.46
C: -37.04 6.28 5.79
C: -36.70 6.53 4.31
N: -36.42 5.19 3.80
C: -35.93 5.25 2.42
C: -35.57 3.85 1.86
O: -34.46 3.39 2.63
C: -34.15 2.04 2.29
H: -36.52 5.34 8.28
H: -36.42 7.10 8.21
H: -34.92 6.12 8.32
H: -37.70 7.07 6.15
H: -37.65 5.39 5.93
H: -35.82 7.15 4.15
H: -37.54 7.08 3.89
H: -35.65 4.78 4.30
H: -35.02 5.84 2.31
H: -36.61 5.69 1.68
H: -35.28 4.00 0.82
H: -36.42 3.17 2.02
H: -33.88 1.91 1.24
H: -34.92 1.32 2.54
H: -33.28 1.70 2.85
C: -21.78 6.43 10.50
O: -22.84 7.11 9.88
C: -23.76 6.20 9.27
C: -24.96 6.98 8.70
N: -25.57 7.85 9.69
C: -26.66 8.72 9.23
C: -27.85 7.81 8.87
O: -27.78 7.35 7.51
C: -28.94 6.63 7.14
H: -21.18 7.15 11.06
H: -21.17 5.89 9.78
H: -22.16 5.72 11.23
H: -24.11 5.40 9.92
H: -23.39 5.62 8.43
H: -25.59 6.28 8.15
H: -24.44 7.54 7.92
H: -24.82 8.43 10.04
H: -26.32 9.34 8.40
H: -26.93 9.38 10.05
H: -28.72 8.41 9.11
H: -27.89 6.93 9.51
H: -29.45 6.09 7.94
H: -28.69 5.92 6.35
H: -29.70 7.32 6.79
C: -40.68 -0.55 5.64
C: -39.44 0.29 5.68
C: -38.14 -0.59 5.84
O: -39.47 0.84 4.43
H: -41.57 0.06 5.49
H: -40.84 -1.05 6.60
H: -40.65 -1.19 4.76
H: -39.50 1.00 6.50
H: -37.31 0.11 5.80
H: -38.06 -1.25 4.98
H: -38.08 -1.11 6.79
H: -38.80 1.52 4.38
C: -31.15 -4.76 -3.52
C: -32.70 -4.90 -3.54
C: -33.25 -5.73 -2.28
O: -33.18 -3.59 -3.37
H: -30.76 -3.94 -4.12
H: -30.73 -5.65 -3.98
H: -30.74 -4.68 -2.51
H: -33.07 -5.25 -4.51
H: -32.64 -6.60 -2.03
H: -34.17 -6.19 -2.62
H: -33.50 -5.13 -1.40
H: -34.04 -3.66 -2.95
C: -23.52 -2.71 10.05
C: -23.64 -1.32 9.41
C: -23.70 -1.32 7.87
O: -24.90 -0.87 9.83
H: -23.51 -2.68 11.14
H: -22.64 -3.28 9.73
H: -24.39 -3.33 9.80
H: -22.81 -0.65 9.67
H: -24.05 -0.38 7.47
H: -24.40 -2.07 7.49
H: -22.71 -1.52 7.45
H: -25.53 -1.09 9.14

## Properties
Structure (SMILES)   COCCNCCOC.COCCNCCOC.COCCNCCOC.COCCNCCOC.COCCNCCOC.COCCNCCOC.COCCNCCOC.CC(C)O.CC(C)O.CC(C)O
Frontier orbital gap   0.3259 hartree
LUMO level   0.4 eV
ΔE to the lowest compared entry with this formula, charge and spin   134.79 kcal per mole

---

[2]
C51H30N13Ta as an isolated structure at a distorted geometry. Source: OMol25; level of theory: ωB97M-V/def2-TZVPD.

Geometry (Å):
Ta: 0.09 0.15 -0.10
C: 2.23 5.42 3.19
C: 0.83 5.34 2.77
C: 0.32 4.23 2.21
C: 1.18 2.99 2.18
C: 1.22 0.70 3.10
N: 1.58 0.69 1.70
C: 2.95 3.06 0.67
N: 2.89 2.69 -0.47
C: 3.08 1.52 -1.20
C: 4.10 1.43 -2.13
C: 5.16 2.29 -2.52
C: 6.02 1.85 -3.47
C: 5.88 0.55 -4.06
C: 4.87 -0.29 -3.70
C: 3.94 0.16 -2.72
C: 2.82 -0.42 -2.14
N: 2.51 -1.71 -2.47
C: 1.56 -2.39 -2.01
N: 0.51 -1.90 -1.12
C: -0.30 -3.07 -0.81
N: -1.07 -3.21 0.18
C: -1.02 -2.43 1.30
N: -0.15 -1.36 1.51
C: -0.10 -1.21 2.89
N: 0.48 -0.18 3.61
C: -0.95 -2.12 3.52
C: -1.27 -2.34 4.88
C: -2.15 -3.34 5.17
C: -2.72 -4.16 4.14
C: -2.43 -3.95 2.83
C: -1.54 -2.89 2.51
C: 0.04 -4.12 -1.77
C: -0.54 -5.36 -1.98
C: 0.07 -6.21 -2.89
C: 1.24 -5.82 -3.56
C: 1.82 -4.59 -3.34
C: 1.19 -3.74 -2.43
N: 2.23 0.44 -1.19
C: 2.59 3.47 1.87
C: 3.12 4.55 2.68
H: 2.55 6.26 3.79
H: 0.21 6.22 2.86
H: -0.69 4.21 1.83
H: 5.27 3.27 -2.08
H: 6.84 2.48 -3.80
H: 6.59 0.23 -4.81
H: 4.76 -1.27 -4.14
H: -0.82 -1.73 5.66
H: -2.42 -3.53 6.20
H: -3.40 -4.95 4.42
H: -2.85 -4.57 2.05
H: -1.43 -5.66 -1.43
H: -0.36 -7.18 -3.08
H: 1.69 -6.51 -4.26
H: 2.73 -4.28 -3.84
H: 4.18 4.68 2.82
C: 0.41 3.35 -3.26
C: -0.50 2.98 -4.24
C: -1.49 2.08 -3.91
C: -1.52 1.51 -2.64
N: -0.58 1.80 -1.71
C: 0.32 2.74 -2.03
N: -2.64 0.71 -2.39
C: -2.88 0.24 -1.23
N: -2.06 0.29 -0.11
C: -2.87 0.24 1.00
N: -2.65 0.70 2.19
C: -1.47 1.39 2.38
C: -1.35 2.11 3.66
C: -0.19 2.44 4.22
C: 1.14 2.18 3.58
C: 0.76 1.84 1.29
N: -0.54 1.33 1.49
C: -4.19 -0.29 0.58
C: -5.29 -0.67 1.32
C: -6.41 -1.09 0.60
C: -6.42 -1.09 -0.79
C: -5.32 -0.67 -1.52
C: -4.20 -0.29 -0.80
H: 1.19 4.08 -3.45
H: -0.46 3.41 -5.23
H: -2.27 1.80 -4.60
H: 1.00 3.02 -1.24
H: -2.29 2.28 4.17
H: -0.20 2.93 5.18
H: 1.97 2.49 4.21
H: 2.56 0.87 1.53
H: -5.28 -0.65 2.40
H: -7.29 -1.43 1.14
H: -7.31 -1.43 -1.31
H: -5.32 -0.65 -2.60
C: -0.33 -0.94 -1.90
H: -1.30 -1.38 -2.11
H: 0.18 -0.63 -2.81

## Properties
Frontier orbital gap   0.1904 hartree
LUMO level   -1.0 eV
ΔE to the lowest compared entry with this formula, charge and spin   137.57 kcal per mole